44
Properties=species:S:1:pos:R:3:nbo_charge:R:1 method="wB97M-V/def2-TZVPD" lumo_energy_ha=0.003 relative_energy_kcal_mol=0.1 e_homo_ev=-8.0 orbital_gap_ev=8.11 total_energy_ev=-31992.47855
C 3.874 -0.682 1.278 -0.245
O 3.572 -1.556 0.210 -0.498
C 2.298 -1.674 -0.251 0.248
C 2.190 -2.110 -1.568 -0.223
C 0.967 -2.280 -2.183 -0.239
C -0.203 -2.011 -1.489 -0.022
C -1.539 -2.015 -2.178 -0.442
C -1.672 -0.783 -3.119 -0.216
N -0.727 0.262 -2.798 -0.560
C -0.776 0.879 -1.600 0.425
N -1.880 0.953 -0.908 -0.494
C -1.882 1.595 0.291 0.114
C -3.076 1.672 1.024 -0.195
C -3.102 2.284 2.254 -0.205
C -1.947 2.839 2.807 -0.218
C -0.755 2.783 2.119 -0.217
C -0.725 2.168 0.872 0.138
N 0.423 2.057 0.128 -0.165
N 1.674 2.421 0.399 -0.070
N 2.389 2.071 -0.596 -0.045
N 1.684 1.480 -1.538 -0.280
C 0.437 1.461 -1.100 0.241
C -0.108 -1.613 -0.161 -0.319
C 1.114 -1.450 0.478 0.293
O 1.223 -1.068 1.794 -0.522
C 0.059 -0.991 2.576 -0.251
H 3.518 -1.067 2.235 0.184
H 3.461 0.315 1.107 0.186
H 4.962 -0.618 1.291 0.188
H 3.109 -2.298 -2.100 0.228
H 0.923 -2.607 -3.212 0.209
H -2.329 -1.979 -1.429 0.219
H -1.663 -2.925 -2.766 0.221
H -1.495 -1.067 -4.157 0.207
H -2.674 -0.362 -3.029 0.225
H 0.212 0.144 -3.156 0.414
H -3.963 1.239 0.590 0.228
H -4.029 2.336 2.805 0.219
H -1.988 3.314 3.774 0.221
H 0.157 3.200 2.516 0.238
H -1.022 -1.422 0.381 0.225
H -0.477 -1.945 2.593 0.178
H -0.619 -0.200 2.237 0.176
H 0.403 -0.752 3.582 0.201